A cluster of 2 separate species, C41H35F6N4O in total at a distorted geometry, computed with ωB97M-V/def2-TZVPD.

Geometry (Å):
F (-3.8603, -0.3499, 6.6489)
C (-4.0786, -0.6186, 5.3310)
F (-3.3353, -1.7283, 5.0123)
F (-5.3988, -0.9629, 5.1729)
C (-3.7383, 0.5214, 4.4172)
N (-3.7451, 0.0615, 3.0194)
C (-4.7865, 0.6022, 2.2116)
C (-4.7135, 1.9421, 1.7984)
C (-5.7377, 2.4920, 1.0327)
C (-6.8717, 1.7279, 0.7365)
C (-6.9626, 0.4020, 1.1708)
C (-5.9235, -0.1620, 1.9092)
C (-2.5771, -0.3480, 2.4022)
C (-2.6729, -0.9985, 1.1486)
C (-1.5493, -1.4537, 0.5009)
C (-0.2477, -1.1904, 1.0295)
C (0.9514, -1.6669, 0.4117)
C (2.2234, -1.0438, 0.5901)
C (3.4013, -1.8344, 0.5521)
C (4.6397, -1.3067, 0.8728)
C (4.7751, 0.0802, 1.1088)
N (5.9953, 0.6623, 1.3829)
C (7.1684, -0.1689, 1.6799)
C (7.2704, -0.3628, 3.1636)
F (8.1342, -1.3487, 3.5324)
F (7.6801, 0.8107, 3.7542)
F (6.0455, -0.6669, 3.7054)
C (6.2803, 1.9983, 0.9759)
C (6.1894, 3.0682, 1.8811)
C (6.5525, 4.3567, 1.4809)
C (6.9723, 4.5904, 0.1694)
C (7.0800, 3.5273, -0.7300)
C (6.7757, 2.2305, -0.3173)
C (3.6280, 0.9033, 1.0501)
C (2.3786, 0.3570, 0.8215)
C (-0.1786, -0.4994, 2.2729)
C (-1.3045, -0.1228, 2.9645)
H (-4.5260, 1.2727, 4.5322)
H (-2.7581, 0.8901, 4.7178)
H (-3.8314, 2.5167, 2.0879)
H (-5.6475, 3.5225, 0.6849)
H (-7.6866, 2.1695, 0.1596)
H (-7.8481, -0.1909, 0.9379)
H (-5.9608, -1.1904, 2.2705)
H (-3.6696, -1.1426, 0.7192)
H (-1.6487, -2.0063, -0.4353)
H (0.9551, -2.6846, -0.0046)
H (3.3085, -2.8939, 0.3253)
H (5.4997, -1.9650, 0.8982)
H (7.0880, -1.1576, 1.2264)
H (8.0631, 0.3718, 1.3560)
H (5.8397, 2.8600, 2.8905)
H (6.5027, 5.1791, 2.1941)
H (7.2081, 5.6066, -0.1565)
H (7.4067, 3.6923, -1.7565)
H (6.8853, 1.3725, -0.9802)
H (3.7402, 1.9746, 1.2226)
H (1.5038, 1.0038, 0.8345)
H (0.7994, -0.2877, 2.7075)
H (-1.1874, 0.3990, 3.9115)
H (0.1980, -1.9390, -1.6308)
C (0.2471, -2.1954, -2.7244)
H (1.2631, -2.5543, -2.9280)
C (-0.7455, -3.2607, -3.0255)
C (-1.9755, -2.9408, -3.4923)
N (-2.2346, -1.7125, -4.0448)
C (-3.5662, -1.3689, -4.4427)
C (-4.6354, -1.5674, -3.5592)
C (-5.9156, -1.1368, -3.9177)
C (-6.1580, -0.6511, -5.2094)
C (-5.0901, -0.5098, -6.1059)
C (-3.7837, -0.7846, -5.6912)
C (-1.2149, -0.7843, -4.1467)
C (-0.0398, -0.9456, -3.4860)
C (0.8609, 0.2361, -3.3970)
N (2.0428, 0.0871, -2.7086)
O (0.5513, 1.3154, -3.9006)
H (-0.5186, -4.2997, -2.7790)
H (-2.8038, -3.6567, -3.5144)
H (-4.4544, -2.0218, -2.5847)
H (-6.7288, -1.1853, -3.1927)
H (-7.1729, -0.3813, -5.5143)
H (-5.2773, -0.1768, -7.1265)
H (-2.9342, -0.5931, -6.3460)
H (-1.4828, 0.1189, -4.6956)
H (2.3903, -0.7703, -2.3031)
H (2.6830, 0.8662, -2.7414)

Force components x, y, z for each atom (eV/Å):
F -0.3 -0.1 -1.3
C -0.6 -1.6 0.5
F -0.6 0.9 0.4
F 1.2 0.2 0.3
C 0.1 0.1 -0.5
N 0.8 0.3 0.6
C -1.4 0.3 -0.6
C 0.2 -0.6 0.0
C -0.1 -0.1 0.1
C 0.1 -0.1 0.0
C 0.1 0.2 0.0
C 0.5 0.2 0.1
C -0.3 0.2 0.1
C 0.0 -0.1 -0.3
C 0.2 -0.1 0.3
C -0.2 0.1 -0.1
C 0.6 0.0 1.3
C -0.4 -0.1 -0.3
C 0.4 0.2 0.2
C -0.7 -0.4 -0.2
C 0.6 0.3 0.1
N -0.1 -1.1 -0.3
C -0.4 0.1 -0.3
C -0.1 0.3 1.9
F -0.8 1.0 -0.5
F -0.3 -1.2 -0.4
F 1.1 0.1 -0.4
C 0.5 1.6 -0.1
C 0.0 -0.4 -0.3
C -0.1 -0.2 -0.1
C -0.1 -0.1 0.0
C 0.0 -0.2 0.1
C -0.5 -0.1 0.4
C -0.8 0.0 -0.2
C 0.5 0.1 0.3
C 0.3 0.1 -0.3
C 0.1 -0.1 -0.1
H 0.4 0.0 0.1
H -0.3 0.3 0.1
H -0.2 0.0 -0.2
H -0.1 -0.3 0.1
H 0.3 -0.2 0.2
H 0.3 0.2 0.1
H -0.1 0.2 -0.1
H 0.5 0.0 0.1
H 0.0 0.2 0.2
H -0.1 0.6 0.0
H 0.1 0.1 0.0
H -0.3 0.0 0.0
H 0.4 0.3 -0.1
H -0.1 -0.4 -0.1
H 0.1 0.1 -0.1
H 0.0 -0.2 -0.2
H 0.0 -0.4 0.1
H 0.0 0.0 0.3
H 0.0 0.3 0.0
H -0.1 -0.3 -0.1
H 0.2 -0.1 -0.2
H -0.3 -0.2 -0.1
H 0.0 -0.3 -0.3
H 0.3 -0.2 -0.6
C 0.3 0.2 0.5
H 0.1 0.0 0.1
C -1.3 -0.3 0.0
C 0.9 -1.1 0.4
N -0.4 0.6 -0.3
C -0.2 0.3 0.0
C 0.0 0.2 -0.2
C 0.1 -0.1 -0.4
C 0.3 -0.1 0.1
C 0.0 0.1 0.4
C -0.3 -0.3 -0.1
C 0.1 0.0 0.8
C -0.6 0.6 -0.6
C -0.3 0.5 -0.8
N 0.0 0.0 0.1
O 0.5 -0.7 0.5
H -0.2 0.4 0.1
H 0.4 0.2 -0.3
H 0.0 0.2 -0.2
H 0.2 -0.1 -0.2
H 0.4 -0.1 0.1
H 0.1 0.1 0.3
H -0.3 -0.2 0.0
H 0.3 -0.2 0.3
H -0.3 0.1 -0.3
H -0.2 0.0 0.0

Its HOMO-LUMO gap is 0.176 Ha. The value obtained for the LUMO energy is -4.81 eV. Its largest force on an atom is 2.0 eV/A. As for the HOMO energy: -9.59 eV. The spin multiplicity is 1. As for the total charge: +1.

Partial atomic charges computed with the Löwdin method, in multiples of e: number 1, F, carries 0.135; number 2, C, carries -0.533; number 3, F, carries 0.119; number 4, F, carries 0.119; number 5, C, carries -0.019; number 6, N, carries -0.021; number 7, C, carries -0.259; number 8, C, carries -0.010; number 9, C, carries -0.064; number 10, C, carries -0.070; number 11, C, carries -0.064; number 12, C, carries -0.015; number 13, C, carries -0.170; number 14, C, carries 0.030; number 15, C, carries 0.022; number 16, C, carries -0.196; number 17, C, carries 0.069; number 18, C, carries -0.233; number 19, C, carries 0.011; number 20, C, carries 0.016; number 21, C, carries -0.169; number 22, N, carries -0.017; number 23, C, carries -0.016; number 24, C, carries -0.530; number 25, F, carries 0.137; number 26, F, carries 0.117; number 27, F, carries 0.119; number 28, C, carries -0.255; number 29, C, carries -0.013; number 30, C, carries -0.059; number 31, C, carries -0.068; number 32, C, carries -0.063; number 33, C, carries -0.011; number 34, C, carries 0.032; number 35, C, carries -0.003; number 36, C, carries 0.000; number 37, C, carries 0.015; number 38, H, carries 0.158; number 39, H, carries 0.123; number 40, H, carries 0.126; number 41, H, carries 0.112; number 42, H, carries 0.111; number 43, H, carries 0.111; number 44, H, carries 0.125; number 45, H, carries 0.124; number 46, H, carries 0.115; number 47, H, carries 0.138; number 48, H, carries 0.129; number 49, H, carries 0.109; number 50, H, carries 0.125; number 51, H, carries 0.159; number 52, H, carries 0.123; number 53, H, carries 0.113; number 54, H, carries 0.114; number 55, H, carries 0.112; number 56, H, carries 0.124; number 57, H, carries 0.125; number 58, H, carries 0.131; number 59, H, carries 0.125; number 60, H, carries 0.113; number 61, H, carries 0.065; number 62, C, carries -0.177; number 63, H, carries 0.117; number 64, C, carries -0.067; number 65, C, carries -0.080; number 66, N, carries -0.051; number 67, C, carries -0.212; number 68, C, carries -0.026; number 69, C, carries -0.077; number 70, C, carries -0.081; number 71, C, carries -0.067; number 72, C, carries -0.018; number 73, C, carries 0.035; number 74, C, carries -0.123; number 75, C, carries -0.492; number 76, N, carries 0.171; number 77, O, carries 0.033; number 78, H, carries 0.105; number 79, H, carries 0.135; number 80, H, carries 0.108; number 81, H, carries 0.105; number 82, H, carries 0.108; number 83, H, carries 0.110; number 84, H, carries 0.119; number 85, H, carries 0.144; number 86, H, carries 0.078; number 87, H, carries 0.110